DFT (ωB97M-V/def2-TZVPD) results for 3 unconnected molecules or ions with the total composition C42H46Br2F2O3 in a non-equilibrium geometry.

```
95
Properties=species:S:1:pos:R:3
C -5.246 -1.762 -3.065
C -4.387 -2.796 -2.118
C -4.302 -4.334 -2.681
C -3.365 -4.536 -4.011
C -1.797 -4.164 -3.564
C -0.731 -4.286 -4.818
C 0.739 -3.827 -4.246
C 1.106 -2.233 -4.565
C 0.437 -1.184 -3.490
C -0.911 -0.417 -4.023
C -0.975 1.195 -3.583
C -0.817 1.431 -1.968
C -1.220 0.231 -0.881
C -1.045 0.377 0.742
C -0.434 1.827 1.308
C -0.025 3.046 0.288
C -0.207 2.866 -1.362
C 0.267 4.129 -2.329
O -0.590 5.331 -2.146
C -2.020 4.988 -2.204
C -0.250 1.884 2.970
O -0.532 2.969 3.712
C 0.322 0.462 3.638
C 1.468 0.425 4.811
C 2.034 -1.031 5.404
C 3.233 -0.884 6.553
Br 2.916 -1.001 8.526
C 4.614 -0.613 5.982
C 5.965 -0.378 6.880
Br 4.832 -0.529 3.955
C 1.451 -2.453 4.834
C 0.278 -2.427 3.642
C -0.266 -0.993 3.062
C -1.399 -0.833 1.841
O -2.488 -1.607 1.754
H -4.620 -1.253 -3.920
H -6.227 -2.296 -3.465
H -5.626 -0.887 -2.367
H -3.349 -2.292 -1.904
H -4.973 -2.854 -1.080
H -3.891 -5.068 -1.834
H -5.402 -4.678 -2.957
H -3.457 -5.681 -4.335
H -3.725 -3.899 -4.937
H -1.544 -4.903 -2.667
H -1.765 -3.052 -3.203
H -1.015 -3.635 -5.748
H -0.754 -5.411 -5.170
H 1.589 -4.475 -4.776
H 0.805 -4.076 -3.101
H 2.286 -2.155 -4.409
H 0.782 -1.914 -5.645
H 1.255 -0.439 -3.043
H 0.094 -1.845 -2.557
H -1.880 -0.896 -3.521
H -1.041 -0.510 -5.182
H -1.967 1.716 -3.989
H -0.077 1.702 -4.185
H -1.638 -0.786 -1.292
H 0.434 4.024 0.783
H 0.422 3.831 -3.452
H 1.345 4.444 -1.925
H -2.417 4.795 -1.117
H -2.284 4.113 -2.939
H -2.588 5.947 -2.628
H 1.905 1.428 5.226
H 6.616 -1.343 6.993
H 6.630 0.411 6.281
H 5.717 0.151 7.920
H 1.880 -3.488 5.239
H -0.118 -3.448 3.210
F -0.267 1.057 9.854
C -1.071 1.284 8.807
C -0.525 1.728 7.608
C -1.362 1.960 6.516
C -2.738 1.754 6.639
C -3.277 1.312 7.848
C -2.439 1.070 8.936
H 0.545 1.891 7.534
H -0.944 2.300 5.572
H -3.391 1.938 5.788
H -4.349 1.156 7.943
H -2.840 0.718 9.881
F 2.566 0.890 -4.711
C 3.550 1.758 -4.444
C 3.753 2.181 -3.135
C 4.782 3.081 -2.856
C 5.590 3.557 -3.892
C 5.375 3.130 -5.203
C 4.353 2.221 -5.480
H 3.111 1.807 -2.345
H 4.954 3.412 -1.835
H 6.389 4.262 -3.675
H 6.002 3.505 -6.009
H 4.178 1.872 -6.492
```

As for the net charge: 0. The value obtained for the HOMO energy is -0.3224 Eh. The HOMO-LUMO gap comes out at 7.1 eV. As for the SMILES: CCCCCCCCCCCc1cc2c(cc1COC)C(=O)c1cc(/C(Br)=C(/C)Br)ccc1C2=O.Fc1ccccc1.Fc1ccccc1. The total energy comes out at -195935.89984 eV.

DFT (ωB97M-V/def2-TZVPD) results for a molecular structure, C25H39N6O4SSiZr in a non-equilibrium geometry.

```
77
Properties=species:S:1:pos:R:3
Zr 0.008 0.005 -1.151
C -1.780 1.507 -3.799
C -2.291 0.083 -3.629
N -2.078 -0.411 -2.237
C -3.120 0.156 -1.330
C -2.544 0.465 0.048
N -1.306 1.264 -0.056
C -1.539 2.698 0.033
C -0.353 3.518 -0.467
C 1.018 2.969 -0.087
N 1.460 1.877 -0.997
C 1.965 2.412 -2.284
C 1.946 1.334 -3.341
N 0.580 0.741 -3.396
C -0.336 1.565 -4.244
H -1.904 2.054 -2.857
H -2.383 2.044 -4.533
H -1.787 -0.614 -4.301
H -3.353 -0.007 -3.855
H -2.303 -1.414 -2.340
H -3.961 -0.538 -1.279
H -3.486 1.084 -1.770
H -2.362 -0.461 0.601
H -3.297 1.007 0.629
H -0.780 1.077 1.633
H -1.769 2.992 1.069
H -2.426 2.977 -0.549
H -0.441 4.532 -0.075
H -0.412 3.622 -1.554
H 1.023 2.566 0.926
H 1.763 3.768 -0.122
H 2.223 1.384 -0.531
H 2.968 2.822 -2.157
H 1.320 3.239 -2.578
H 2.644 0.535 -3.111
H 2.212 1.751 -4.315
H 0.705 -0.152 -3.873
H -0.247 1.212 -5.273
H 0.026 2.592 -4.233
C 3.544 -2.115 3.103
Si 2.722 -1.165 4.473
C 3.899 0.083 5.211
C 2.123 -2.366 5.774
C 1.165 -0.152 3.975
C 0.454 0.361 5.048
C -0.717 1.122 4.911
C -1.161 1.368 3.649
N -0.465 0.888 2.596
C 0.662 0.153 2.687
S 1.411 -0.382 1.228
H 4.326 -2.725 3.568
H 4.011 -1.473 2.357
H 2.856 -2.785 2.587
H 4.830 -0.406 5.505
H 3.485 0.565 6.100
H 4.149 0.866 4.491
H 2.960 -2.969 6.132
H 1.380 -3.051 5.358
H 1.681 -1.879 6.646
H 0.809 0.166 6.054
H -1.257 1.500 5.766
H -2.051 1.933 3.411
O -3.484 -4.997 -3.657
C -3.057 -3.948 -3.219
O -3.389 -2.728 -3.383
C -1.922 -3.819 -2.217
C -2.219 -3.630 -0.863
C -1.419 -2.784 -0.134
N -0.339 -2.198 -0.673
C 0.120 -2.675 -1.851
C -0.625 -3.514 -2.647
C 1.380 -1.989 -2.370
O 1.841 -2.240 -3.455
O 1.785 -1.008 -1.580
H -3.144 -4.000 -0.441
H -1.678 -2.485 0.874
H -0.270 -3.778 -3.634
```

As for the net charge: +1. The value obtained for the HOMO energy is -0.4020 Eh. The HOMO-LUMO gap comes out at 7.3 eV. The total energy comes out at -63681.54889 eV.

DFT (ωB97M-V/def2-TZVPD) results for a molecular structure, C30H52BrN3OP2Ti in a non-equilibrium geometry.

```
90
Properties=species:S:1:pos:R:3
N 1.442 -8.046 -5.125
C 2.475 -7.536 -4.460
C 2.385 -6.266 -3.884
C 1.179 -5.537 -4.004
C 0.102 -6.132 -4.702
C 0.288 -7.399 -5.268
C 1.039 -4.258 -3.323
Ti 0.065 -0.981 -0.708
P -3.336 0.603 3.645
C -0.103 -3.525 -3.160
C -0.376 -3.071 -1.785
C -1.606 -3.369 -1.139
C -1.693 -3.401 0.263
C -0.570 -3.022 0.935
C 0.723 -2.917 0.457
C 0.812 -2.858 -0.990
Br -1.343 -0.626 1.318
H 1.938 -3.990 -2.760
H -0.885 -3.471 -3.929
H 3.217 -5.847 -3.327
H -0.861 -5.632 -4.787
H 3.402 -8.117 -4.367
H -0.520 -7.881 -5.835
H -2.454 -3.691 -1.749
H 1.771 -2.712 -1.494
H -2.624 -3.618 0.786
H 1.645 -3.030 1.038
P -1.522 0.289 -2.136
C -2.222 -0.694 4.325
C -2.790 -1.275 5.626
H -1.239 -0.228 4.494
H -2.102 -1.468 3.552
H -2.026 -1.905 6.099
H -3.065 -0.459 6.311
H -3.683 -1.882 5.423
C -4.332 -0.204 2.327
C -5.797 0.218 2.472
H -4.219 -1.299 2.418
H -3.921 0.113 1.356
H -6.432 -0.398 1.825
H -6.129 0.096 3.509
H -5.922 1.271 2.194
C -2.343 1.944 2.926
C -2.194 3.139 3.881
H -2.855 2.268 2.010
H -1.375 1.499 2.646
H -1.891 4.035 3.323
H -3.151 3.344 4.379
H -1.454 2.941 4.664
C -1.144 2.071 -2.102
C -1.534 2.807 -3.379
H -0.074 2.205 -1.885
H -1.679 2.480 -1.230
H -0.737 2.762 -4.131
H -2.455 2.419 -3.829
H -1.707 3.863 -3.150
C -3.295 0.202 -1.743
C -4.007 -1.056 -2.221
H -3.744 1.114 -2.162
H -3.368 0.284 -0.649
H -3.951 -1.183 -3.312
H -3.589 -1.956 -1.747
H -5.070 -0.986 -1.947
C -1.278 -0.302 -3.851
C 0.166 -0.227 -4.348
H -1.956 0.283 -4.490
H -1.636 -1.342 -3.888
H 0.406 -1.127 -4.935
H 0.324 0.651 -4.994
H 0.901 -0.174 -3.529
C 2.125 -0.135 2.287
N 2.811 0.804 1.400
C 3.649 1.819 2.021
C 2.573 0.774 0.087
O 1.608 0.014 -0.356
N 3.232 1.538 -0.800
C 4.654 1.855 -0.701
C 2.583 1.834 -2.081
H 2.332 0.170 3.320
H 2.493 -1.162 2.121
H 1.037 -0.103 2.119
H 4.700 1.504 2.087
H 3.602 2.792 1.510
H 3.302 1.945 3.051
H 5.035 1.968 -1.721
H 4.832 2.809 -0.189
H 5.252 1.078 -0.203
H 2.452 0.911 -2.665
H 1.607 2.318 -1.911
H 3.200 2.528 -2.664
```

As for the net charge: +2. The spin multiplicity is 3. The value obtained for the HOMO energy (alpha / beta) is -0.4584 / -0.4047 Eh. The HOMO-LUMO gap (alpha / beta) comes out at 7.0 / 2.6 eV. For the relative energy (zero: lowest compared OMol25 entry of this formula, charge and spin), the calculation gives 17.94 kcal per mole. The total energy comes out at -150188.71573 eV.

DFT (ωB97M-V/def2-TZVPD) results for a molecular structure, C22H37ClN3O5Ru in a non-equilibrium geometry.

```
69
Properties=species:S:1:pos:R:3
O 2.338 -0.167 -3.642
C 1.236 0.211 -4.005
C 0.676 1.584 -4.089
C 1.136 2.642 -3.283
H 1.557 2.429 -2.299
C 1.010 3.954 -3.758
H 1.429 4.790 -3.187
C 0.335 4.186 -4.969
H 0.374 5.178 -5.433
C -0.398 3.156 -5.582
H -1.045 3.365 -6.445
C -0.283 1.853 -5.080
H -0.917 1.045 -5.461
H 0.432 -0.550 -4.173
C -2.380 -1.462 -2.016
C -2.298 -0.141 -1.288
H -3.202 -1.369 -2.742
H -2.568 -2.312 -1.341
H -1.455 -1.624 -2.593
C -2.878 0.955 -1.863
C -4.326 1.217 -2.113
H -2.191 1.723 -2.226
H -4.453 1.633 -3.113
H -4.692 1.990 -1.428
H -4.963 0.330 -2.013
Ru -0.946 -0.009 0.126
Cl -3.046 -0.386 1.067
C -1.172 0.374 3.114
O -0.490 -0.236 2.228
N -1.158 0.018 4.386
C -0.450 -1.175 4.850
C -1.968 0.757 5.352
H -1.834 1.239 2.901
H 0.165 -1.587 4.042
H -1.178 -1.926 5.189
H 0.178 -0.890 5.703
H -2.286 1.692 4.868
H -1.361 0.978 6.241
H -2.862 0.169 5.622
H 5.158 1.561 -1.766
H 4.755 2.292 0.415
C 4.084 1.675 -1.962
C 3.662 2.146 0.419
N 3.295 1.370 -0.771
H 3.779 1.016 -2.775
C 2.491 0.280 -0.687
O 1.502 0.179 0.061
H 3.354 1.627 1.336
H 2.790 -0.550 -1.359
H 3.902 2.715 -2.261
H 3.191 3.142 0.375
H -0.017 -5.350 0.726
H 2.134 -5.246 -1.007
C -0.490 -4.839 -0.122
C 1.493 -4.593 -1.615
N 0.473 -3.960 -0.780
H -1.345 -4.258 0.233
C 0.412 -2.638 -0.594
O -0.502 -2.125 0.134
H 2.103 -3.823 -2.096
H 1.176 -2.026 -1.114
H -0.816 -5.597 -0.842
H 1.009 -5.212 -2.381
C 0.297 2.515 1.350
C -0.483 1.929 0.207
O -0.792 2.587 -0.781
H 1.013 1.811 1.785
H 0.851 3.382 0.974
H -0.394 2.869 2.121
```

As for the net charge: 0. The spin multiplicity is 6. The value obtained for the HOMO energy (alpha / beta) is -0.1859 / -0.2013 Eh. The HOMO-LUMO gap (alpha / beta) comes out at 5.6 / 2.4 eV. The total energy comes out at -53217.26398 eV.

What is the net charge in the second record?
+1

Look up the net charge of the second one.
+1